Entry 1:
{
  "formula": "C14H22HfO5PS2",
  "method": "ωB97M-V/def2-TZVPD",
  "e_above_lowest_ev": 0.000,
  "total_charge": 1,
  "energy_ha": -2108.5178,
  "gap_ev": 7.88,
  "species": ["Hf", "C", "C", "O", "C", "C", "C", "C", "C", "C", "O", "H", "H", "H", "H", "H", "H", "H", "O", "S", "O", "O", "S", "C", "C", "P", "C", "C", "C", "C", "H", "H", "H", "H", "H", "H", "H", "H", "H", "H", "H", "H", "H", "H", "H"],
  "xyz": [[-1.09, -0.26, -0.22], [0.58, -0.70, -4.12], [-0.01, 0.16, -3.05], [0.07, -0.44, -1.93], [-0.75, 1.41, -3.21], [-0.98, 2.04, -4.47], [-1.58, 3.28, -4.57], [-2.15, 3.81, -3.37], [-1.82, 3.30, -2.14], [-1.06, 2.12, -2.04], [-0.76, 1.59, -0.84], [0.97, -0.20, -5.03], [-0.26, -1.34, -4.38], [1.31, -1.39, -3.70], [-0.72, 1.51, -5.37], [-1.68, 3.70, -5.57], [-2.76, 4.67, -3.43], [-2.23, 3.72, -1.23], [-2.53, -0.99, 1.39], [-3.36, -1.41, 0.17], [-4.66, -1.94, 0.30], [-3.13, -0.23, -0.83], [-2.02, -2.69, -0.66], [2.67, -0.11, 0.28], [2.34, -0.88, 1.58], [0.59, -0.64, 2.05], [0.42, 0.41, 3.58], [1.73, 0.61, 4.33], [0.00, -2.32, 2.48], [0.86, -3.08, 3.50], [3.77, 0.00, 0.20], [2.29, 0.91, 0.31], [2.32, -0.57, -0.62], [3.02, -0.54, 2.39], [2.46, -1.96, 1.47], [-0.29, -0.17, 4.19], [-0.07, 1.36, 3.42], [2.19, -0.29, 4.68], [1.56, 1.21, 5.25], [2.48, 1.13, 3.70], [0.12, -2.78, 1.51], [-1.06, -2.33, 2.74], [1.92, -3.02, 3.19], [0.60, -4.09, 3.60], [0.72, -2.59, 4.47]]
}

Entry 2:
{
  "formula": "C14H22N4O2",
  "method": "ωB97M-V/def2-TZVPD",
  "e_above_lowest_ev": 0.000,
  "energy_ha": -916.2001,
  "gap_ev": 8.84,
  "species": ["C", "O", "C", "C", "C", "N", "C", "O", "C", "C", "C", "N", "C", "N", "C", "C", "C", "N", "C", "C", "H", "H", "H", "H", "H", "H", "H", "H", "H", "H", "H", "H", "H", "H", "H", "H", "H", "H", "H", "H", "H", "H"],
  "xyz": [[-6.22, -0.99, 0.45], [-4.84, -1.10, 0.71], [-4.05, -1.37, -0.43], [-3.87, -0.16, -1.36], [-3.46, 1.10, -0.61], [-2.24, 0.92, 0.16], [-1.03, 1.28, -0.31], [-0.87, 1.85, -1.37], [0.13, 0.89, 0.60], [0.60, -0.52, 0.21], [1.81, -0.92, 1.05], [2.86, 0.06, 0.92], [4.00, -0.21, 0.25], [4.20, -1.48, -0.15], [5.34, -1.74, -0.76], [6.31, -0.77, -0.99], [6.00, 0.50, -0.53], [4.87, 0.79, 0.08], [2.49, 1.40, 1.28], [1.29, 1.87, 0.45], [-6.45, -0.12, -0.16], [-6.59, -1.89, -0.06], [-6.71, -0.90, 1.42], [-4.47, -2.21, -0.99], [-3.08, -1.67, -0.03], [-3.10, -0.42, -2.09], [-4.79, 0.04, -1.90], [-4.25, 1.40, 0.08], [-3.27, 1.91, -1.32], [-2.32, 0.39, 1.01], [-0.22, 0.88, 1.64], [0.88, -0.52, -0.84], [-0.20, -1.25, 0.36], [1.53, -0.98, 2.11], [2.21, -1.89, 0.74], [5.47, -2.76, -1.08], [7.23, -0.99, -1.50], [6.69, 1.33, -0.66], [2.23, 1.41, 2.35], [3.35, 2.05, 1.11], [1.56, 1.92, -0.60], [0.98, 2.86, 0.78]]
}

Entry 3:
{
  "formula": "C14H22N6O2",
  "method": "ωB97M-V/def2-TZVPD",
  "e_above_lowest_ev": 2.969,
  "energy_ha": -1025.5935,
  "gap_ev": 9.61,
  "species": ["C", "N", "C", "N", "C", "N", "C", "C", "N", "C", "N", "C", "C", "N", "C", "C", "O", "C", "C", "C", "O", "C", "H", "H", "H", "H", "H", "H", "H", "H", "H", "H", "H", "H", "H", "H", "H", "H", "H", "H", "H", "H", "H", "H"],
  "xyz": [[-2.29, 0.81, -0.14], [-1.02, 0.05, -0.12], [-0.26, 0.04, 1.01], [-0.85, 0.28, 2.18], [-0.07, 0.14, 3.21], [-0.71, 0.41, 4.41], [0.09, 0.80, 5.58], [-0.58, -0.63, 5.45], [1.20, -0.17, 3.17], [1.70, -0.35, 1.95], [3.05, -0.72, 1.80], [4.02, -0.52, 2.87], [3.58, -1.91, 2.42], [0.98, -0.35, 0.88], [-0.39, -0.29, -1.44], [0.12, 0.98, -2.12], [0.20, 0.82, -3.54], [-1.04, 0.45, -4.22], [-0.66, -0.46, -5.37], [-1.76, 1.67, -4.80], [-1.94, -0.24, -3.31], [-1.32, -1.08, -2.37], [-3.02, 0.32, 0.54], [-2.76, 0.86, -1.15], [-2.18, 1.84, 0.24], [1.20, 0.88, 5.58], [-0.39, 1.55, 6.27], [0.04, -1.50, 5.26], [-1.49, -0.85, 5.98], [5.04, -0.21, 2.57], [3.67, -0.17, 3.85], [2.95, -2.49, 3.14], [4.18, -2.51, 1.73], [0.45, -0.99, -1.35], [-0.56, 1.82, -1.87], [1.10, 1.22, -1.75], [-1.53, -0.81, -5.92], [-0.04, 0.09, -6.07], [-0.09, -1.28, -5.00], [-1.91, 2.38, -4.00], [-1.16, 2.15, -5.59], [-2.73, 1.41, -5.22], [-0.74, -1.82, -2.96], [-2.05, -1.61, -1.77]]
}

Entry 4:
{
  "formula": "C14H22N7OPdS2Te",
  "method": "ωB97M-V/def2-TZVPD",
  "e_above_lowest_ev": 0.000,
  "total_charge": 3,
  "energy_ha": -2196.5091,
  "gap_ev": 6.28,
  "species": ["Pd", "N", "N", "C", "N", "S", "H", "H", "H", "H", "H", "C", "C", "N", "N", "C", "S", "N", "N", "H", "H", "H", "H", "H", "H", "C", "C", "C", "C", "C", "C", "Te", "C", "C", "C", "H", "H", "H", "H", "H", "H", "H", "H", "H", "H", "H", "O", "C"],
  "xyz": [[0.40, -3.40, 0.14], [-1.57, -3.77, -0.24], [-2.25, -4.43, 0.81], [-1.74, -4.38, 2.05], [-2.40, -4.97, 3.03], [-0.30, -3.52, 2.38], [-2.05, -2.89, -0.43], [-1.65, -4.35, -1.08], [-3.13, -4.89, 0.59], [-3.27, -5.48, 2.89], [-2.03, -4.95, 3.97], [5.58, -3.22, 0.52], [4.65, -3.84, -0.46], [4.96, -4.54, -1.49], [3.78, -4.87, -2.10], [2.73, -4.40, -1.46], [1.06, -4.53, -1.80], [3.26, -3.73, -0.41], [2.44, -3.08, 0.53], [6.59, -3.52, 0.25], [5.38, -3.56, 1.53], [5.52, -2.13, 0.48], [3.79, -5.42, -2.94], [2.69, -2.09, 0.54], [2.63, -3.45, 1.46], [-2.66, 6.39, -2.67], [-2.16, 5.49, -1.58], [-0.88, 4.94, -1.64], [-0.37, 4.14, -0.63], [1.03, 3.60, -0.73], [-1.22, 3.88, 0.45], [-0.51, 2.84, 2.14], [-2.53, 4.39, 0.56], [-3.43, 4.13, 1.74], [-2.96, 5.20, -0.48], [-2.06, 6.30, -3.57], [-2.61, 7.43, -2.34], [-3.70, 6.17, -2.90], [-0.25, 5.16, -2.49], [1.52, 4.00, -1.62], [1.04, 2.51, -0.82], [1.64, 3.88, 0.14], [-3.56, 3.06, 1.92], [-4.42, 4.55, 1.55], [-3.06, 4.60, 2.65], [-3.95, 5.63, -0.42], [0.14, 0.06, 0.76], [-0.13, 1.07, 1.21]]
}

Entry 5:
{
  "formula": "C14H22NO8PS2Zr",
  "method": "ωB97M-V/def2-TZVPD",
  "e_above_lowest_ev": 0.000,
  "total_charge": -1,
  "energy_ha": -2388.4740,
  "gap_ev": [5.54, 7.24],
  "multiplicity": 2,
  "species": ["Zr", "C", "C", "O", "P", "S", "S", "O", "C", "C", "H", "H", "H", "H", "H", "H", "H", "H", "H", "H", "O", "C", "O", "C", "C", "C", "N", "C", "C", "C", "O", "O", "H", "H", "H", "C", "O", "H", "H", "H", "C", "C", "O", "H", "H", "H", "H", "H", "H"],
  "xyz": [[0.00, -0.14, 0.68], [1.87, 4.14, 4.76], [2.65, 3.72, 3.53], [2.74, 2.29, 3.40], [1.51, 1.39, 2.94], [2.18, -0.32, 2.17], [0.27, 2.33, 1.69], [0.79, 1.19, 4.36], [-0.48, 0.52, 4.51], [-0.29, -0.93, 4.88], [1.95, 5.22, 4.87], [2.28, 3.66, 5.65], [0.82, 3.87, 4.67], [3.68, 4.05, 3.58], [2.19, 4.13, 2.63], [-1.06, 0.62, 3.60], [-0.99, 1.07, 5.31], [0.21, -1.46, 4.07], [-1.27, -1.39, 5.04], [0.29, -1.03, 5.79], [3.63, -0.42, -5.58], [3.92, 0.39, -4.69], [4.76, 1.30, -4.64], [3.07, 0.25, -3.39], [3.28, 1.10, -2.31], [2.50, 0.96, -1.18], [1.54, 0.04, -1.06], [1.34, -0.79, -2.11], [2.07, -0.72, -3.27], [0.21, -1.80, -1.92], [-0.17, -2.48, -2.86], [-0.30, -1.81, -0.72], [4.06, 1.85, -2.40], [2.64, 1.61, -0.32], [1.87, -1.40, -4.08], [-1.90, -2.36, 1.94], [-1.34, -1.10, 1.73], [-2.62, -2.32, 2.76], [-1.13, -3.10, 2.19], [-2.42, -2.71, 1.04], [-3.64, -0.16, -1.09], [-2.39, 0.25, -1.83], [-1.44, 0.85, -0.93], [-4.33, -0.67, -1.77], [-4.15, 0.70, -0.66], [-3.38, -0.85, -0.29], [-2.60, 0.96, -2.63], [-1.89, -0.61, -2.26], [-1.73, 1.73, -0.67]]
}

Entry 6:
{
  "formula": "C14H23BN6V",
  "method": "ωB97M-V/def2-TZVPD",
  "energy_ha": -1844.6006,
  "gap_ev": [8.89, 6.38],
  "multiplicity": 4,
  "species": ["H", "N", "B", "N", "C", "V", "H", "C", "H", "C", "H", "C", "H", "H", "H", "N", "N", "N", "N", "C", "C", "H", "H", "C", "C", "C", "C", "H", "H", "H", "H", "H", "C", "C", "C", "C", "H", "H", "H", "H", "H", "H", "H", "H", "H"],
  "xyz": [[0.80, -2.03, 2.37], [-0.65, -1.27, 1.04], [-2.78, -0.68, -0.19], [-2.00, -1.40, 0.94], [-2.46, -2.21, 1.93], [0.38, -0.04, -0.42], [-3.52, -2.43, 2.02], [-1.37, -2.62, 2.70], [-1.38, -3.26, 3.58], [-0.26, -2.00, 2.10], [-3.97, -0.93, -0.11], [1.31, 1.15, -1.83], [2.40, 1.20, -1.67], [0.89, 2.17, -1.77], [1.11, 0.74, -2.83], [-2.23, -1.17, -1.56], [-2.54, 0.85, -0.07], [-0.92, -1.01, -1.87], [-1.28, 1.35, -0.13], [-2.87, -1.80, -2.58], [-3.43, 1.86, 0.12], [-3.94, -2.02, -2.51], [-4.50, 1.64, 0.20], [-1.94, -2.05, -3.59], [-2.72, 3.05, 0.19], [-0.73, -1.53, -3.09], [-1.37, 2.68, 0.03], [-2.12, -2.54, -4.55], [-3.12, 4.06, 0.34], [0.26, -1.51, -3.54], [-0.47, 3.29, 0.02], [1.57, -1.03, -0.61], [4.00, 0.12, 0.00], [3.12, 0.32, 1.27], [3.92, 1.24, 2.20], [1.68, 0.94, 1.05], [4.23, 1.08, -0.49], [3.57, -0.58, -0.73], [4.97, -0.34, 0.30], [3.00, -0.67, 1.74], [4.08, 2.23, 1.72], [3.39, 1.40, 3.16], [4.92, 0.80, 2.42], [1.15, 0.98, 2.03], [1.81, 1.97, 0.69]]
}

Entry 7:
{
  "formula": "C14H23BaN2PS",
  "method": "ωB97M-V/def2-TZVPD",
  "energy_ha": -1421.5280,
  "gap_ev": 5.88,
  "species": ["C", "C", "C", "C", "C", "C", "C", "C", "N", "Ba", "C", "P", "H", "H", "H", "H", "H", "H", "H", "H", "C", "C", "H", "C", "C", "H", "H", "H", "H", "H", "H", "H", "H", "H", "H", "H", "H", "H", "H", "S", "C", "N"],
  "xyz": [[0.48, 3.26, -2.07], [-0.82, 2.84, -1.78], [-1.04, 1.94, -0.79], [0.16, 1.70, -0.15], [1.45, 1.88, -0.36], [1.64, 2.78, -1.36], [-2.43, 1.34, -0.43], [-2.61, -0.19, -0.18], [-2.73, -1.02, -1.34], [-0.32, 0.18, 1.69], [2.61, 1.08, 0.40], [2.30, -0.68, 0.58], [-1.75, 3.18, -2.34], [2.68, 3.07, -1.62], [0.63, 3.97, -2.84], [2.82, 1.53, 1.38], [3.50, 1.15, -0.22], [-2.91, 1.87, 0.42], [-3.05, 1.54, -1.32], [-1.76, -0.78, 0.23], [3.51, -1.51, 1.60], [2.13, -1.38, -1.07], [-3.38, -0.36, 0.59], [-1.52, -1.12, -2.16], [-3.24, -2.34, -0.94], [0.31, -1.02, 3.65], [-1.79, -1.73, -3.03], [-1.19, -0.13, -2.49], [-0.66, -1.63, -1.67], [-3.47, -2.88, -1.86], [-2.54, -2.95, -0.33], [-4.16, -2.18, -0.36], [3.16, -1.32, -1.47], [1.76, -2.42, -0.98], [1.41, -0.80, -1.68], [4.43, -1.38, 1.00], [3.53, -1.00, 2.60], [3.17, -2.56, 1.72], [-0.48, -2.04, 2.66], [-0.01, 0.04, 6.89], [-0.01, 0.07, 5.34], [0.17, 0.01, 4.09]]
}

Entry 8:
{
  "formula": "C14H23Br15N3O4P2",
  "method": "ωB97M-V/def2-TZVPD",
  "e_above_lowest_ev": 9.573,
  "total_charge": 1,
  "energy_ha": -40304.7832,
  "gap_ev": 5.70,
  "species": ["C", "C", "C", "C", "C", "C", "P", "C", "O", "N", "C", "N", "N", "C", "P", "O", "O", "O", "H", "H", "H", "H", "H", "H", "H", "H", "H", "H", "H", "H", "H", "H", "H", "H", "H", "H", "C", "Br", "Br", "Br", "H", "C", "Br", "Br", "Br", "H", "C", "Br", "Br", "Br", "H", "C", "Br", "Br", "Br", "H", "C", "Br", "Br", "Br", "H"],
  "xyz": [[4.95, 1.77, 0.20], [4.42, 1.13, -0.95], [3.62, 0.67, -2.33], [2.00, 0.92, -2.25], [1.58, 2.46, -1.83], [0.43, 2.54, -0.65], [-0.19, 4.39, -0.64], [0.10, 5.16, 1.12], [-1.94, 4.42, -0.81], [-0.71, 1.59, -0.93], [-0.21, 0.28, -1.55], [-1.13, -0.44, -2.26], [1.25, -0.06, -1.35], [1.57, -1.50, -1.67], [2.95, -2.25, -0.52], [3.26, -1.36, 0.75], [2.35, -3.80, 0.11], [4.41, -2.68, -1.44], [5.35, 2.42, 1.09], [4.02, 1.40, -3.19], [3.94, -0.41, -2.66], [1.57, 0.73, -3.35], [1.21, 2.99, -2.82], [2.49, 3.11, -1.44], [0.89, 2.38, 0.43], [-0.79, 4.83, 1.81], [1.14, 4.68, 1.47], [0.18, 6.34, 1.01], [-2.39, 3.88, -0.08], [-1.32, 1.42, -0.09], [-1.97, -0.82, -1.77], [-1.03, -0.53, -3.32], [1.94, -1.55, -2.80], [0.66, -2.24, -1.57], [2.13, -3.70, 1.09], [4.07, -3.43, -2.05], [-0.40, -5.50, -1.32], [-0.89, -4.13, -0.03], [-1.86, -6.72, -1.68], [0.31, -4.72, -2.96], [0.41, -6.09, -0.87], [-5.20, -4.85, -1.14], [-5.69, -3.48, 0.15], [-6.66, -6.07, -1.50], [-4.49, -4.07, -2.78], [-4.39, -5.43, -0.69], [-4.54, -5.82, 3.26], [-3.34, -4.68, 4.28], [-3.58, -6.87, 1.92], [-5.63, -6.94, 4.41], [-5.22, -5.16, 2.71], [-2.44, 7.59, 3.11], [-1.35, 9.09, 2.52], [-3.48, 6.84, 1.65], [-1.39, 6.23, 4.02], [-3.16, 7.98, 3.84], [2.37, 1.61, 3.16], [1.80, 3.13, 4.24], [4.22, 1.79, 2.58], [2.06, -0.08, 4.07], [1.75, 1.61, 2.26]]
}

Entry 9:
{
  "formula": "C14H23Cl2IrN2S4",
  "method": "ωB97M-V/def2-TZVPD",
  "e_above_lowest_ev": 0.604,
  "total_charge": 2,
  "energy_ha": -3273.8039,
  "gap_ev": 7.48,
  "species": ["Ir", "C", "C", "S", "C", "C", "S", "C", "C", "S", "H", "H", "H", "H", "H", "H", "H", "H", "H", "H", "H", "H", "N", "C", "C", "N", "H", "H", "H", "H", "H", "H", "H", "H", "Cl", "C", "C", "C", "C", "C", "Cl", "C", "S", "H", "H", "H"],
  "xyz": [[-0.53, 0.12, 0.06], [0.53, -2.48, -1.69], [0.34, -2.97, -0.26], [-0.93, -2.14, 0.73], [-2.51, -2.51, -0.09], [-2.78, -1.75, -1.37], [-2.44, 0.04, -1.18], [-1.80, 0.44, -2.83], [-0.53, -0.31, -3.21], [0.61, -0.64, -1.81], [-0.26, -2.84, -2.34], [1.48, -2.85, -2.08], [1.25, -2.82, 0.33], [0.13, -4.04, -0.26], [-3.25, -2.26, 0.67], [-2.57, -3.58, -0.26], [-3.83, -1.84, -1.65], [-2.18, -2.12, -2.20], [-1.63, 1.52, -2.78], [-2.60, 0.26, -3.56], [0.03, 0.28, -3.93], [-0.75, -1.27, -3.68], [-1.52, 1.04, 1.73], [-1.67, 0.53, 3.13], [-0.39, 0.21, 3.88], [0.22, -1.05, 3.44], [-1.08, 1.96, 1.75], [-2.46, 1.23, 1.40], [-2.33, -0.34, 3.10], [-2.19, 1.31, 3.68], [-0.66, 0.20, 4.94], [0.32, 1.02, 3.76], [-0.35, -1.83, 3.74], [1.10, -1.17, 3.94], [1.58, 0.33, 1.20], [2.41, 1.58, 0.24], [3.78, 1.66, 0.37], [4.43, 2.67, -0.32], [3.71, 3.56, -1.10], [2.33, 3.44, -1.21], [1.45, 4.56, -2.18], [1.64, 2.43, -0.53], [-0.12, 2.32, -0.67], [4.32, 0.96, 0.99], [5.50, 2.76, -0.25], [4.21, 4.35, -1.64]]
}

Entry 10:
{
  "formula": "C14H23Cl2N3NiS",
  "method": "ωB97M-V/def2-TZVPD",
  "energy_ha": -3538.2546,
  "gap_ev": [6.32, 7.34],
  "multiplicity": 3,
  "species": ["Ni", "Cl", "C", "Cl", "H", "H", "C", "C", "C", "C", "C", "C", "C", "C", "N", "H", "H", "H", "H", "H", "H", "H", "H", "H", "C", "N", "C", "C", "S", "N", "C", "C", "H", "H", "H", "H", "H", "H", "H", "H", "H", "H", "H", "H"],
  "xyz": [[1.52, -1.65, 0.58], [1.77, -4.12, 2.27], [2.55, -2.95, 3.34], [3.26, -1.62, 2.39], [3.35, -3.45, 3.88], [1.81, -2.54, 4.01], [0.79, -2.63, -3.87], [-0.37, -2.03, -3.14], [-1.57, -1.86, -3.70], [-2.72, -1.36, -2.95], [-2.57, -0.88, -1.72], [-1.23, -0.77, -1.06], [-1.40, -0.94, 0.45], [-0.14, -1.69, -1.69], [0.89, -2.09, -1.10], [0.53, -2.81, -4.91], [1.08, -3.57, -3.40], [1.66, -1.98, -3.81], [-1.72, -2.16, -4.74], [-3.69, -1.38, -3.42], [-3.44, -0.51, -1.17], [-2.31, -0.43, 0.78], [-0.87, 0.26, -1.24], [-1.46, -1.99, 0.73], [0.43, 3.07, 2.84], [-0.53, 2.36, 2.01], [-1.72, 1.96, 2.74], [0.04, 1.41, 1.14], [-0.03, -0.29, 1.50], [0.64, 1.92, -0.01], [1.90, 1.43, -0.51], [0.30, 3.25, -0.46], [0.79, 2.44, 3.67], [-0.04, 3.97, 3.25], [1.29, 3.37, 2.24], [-2.16, 2.84, 3.20], [-1.50, 1.23, 3.53], [-2.45, 1.52, 2.06], [2.02, 0.37, -0.29], [2.75, 1.97, -0.07], [1.94, 1.54, -1.59], [-0.73, 3.48, -0.20], [0.42, 3.30, -1.54], [0.94, 4.02, -0.01]]
}